[1]
ORCA calculation (ωB97M-V with the def2-TZVPD basis set) on a structure of composition C18H18Cl32FInN3O2S at a distorted geometry.

As for the net charge: -1. As for the calculated total energy: -446956.251 eV. The calculation puts the lowest unoccupied orbital energy at 1.234 eV. The calculation puts the molecular weight at 1608.74 u.

```
76
Properties=species:S:1:pos:R:3:forces:R:3
C 1.4401 -1.1956 0.1389 -0.1 0.2 0.1
C 1.0439 0.4172 0.0344 0.2 -0.4 1.3
N 2.2846 1.3026 0.2746 -1.5 -0.7 -2.2
In 1.5824 3.2703 0.8992 0.5 -0.1 0.8
C 0.4072 2.9288 2.8036 0.0 -0.1 1.6
C -0.7517 4.0434 3.1220 -0.1 -0.4 1.5
C -2.2177 3.3593 3.5456 0.0 0.9 -0.9
C -2.6887 2.4699 2.2513 0.5 0.7 -1.2
S -4.3978 1.6730 2.4476 0.1 -0.4 -2.3
C -4.7662 1.0341 0.6847 -0.1 -1.2 -0.8
N -5.2095 -0.3365 0.2229 2.4 7.8 -1.3
N -5.2575 -0.1567 -1.1774 1.5 5.7 -0.4
C -4.8642 1.2816 -1.5741 -0.9 -3.9 3.6
O -4.5513 2.0592 -0.3494 -1.8 -6.1 -1.0
C 0.3830 4.0786 -0.8421 -2.1 0.8 -1.8
C -0.6718 5.2774 -0.4705 3.9 5.3 0.1
O -0.1812 6.5327 -0.3829 -3.9 -7.7 -0.1
F -2.1328 5.1179 -0.2440 3.6 -0.2 -0.2
H 2.2418 -1.3240 1.0015 -1.6 0.3 -1.8
H 0.5092 -1.8754 0.4086 1.8 1.4 -0.6
H 1.9083 -1.5866 -0.8655 -1.0 0.8 2.0
H 0.4945 0.6615 -0.9698 0.8 -0.6 1.7
H 0.3180 0.6556 0.9473 1.2 -0.7 -2.0
H 2.6881 1.3987 -0.7042 -0.3 -0.1 1.5
H 2.9900 4.3308 1.2475 -0.3 -0.2 -0.2
H 1.1923 3.0026 3.6999 -1.7 -0.2 -2.0
H 0.0295 1.8134 2.8132 0.4 2.2 0.2
H -0.4182 4.6516 4.0928 -0.7 -1.2 -2.1
H -0.8852 4.8415 2.2767 0.0 -1.6 1.5
H -2.1639 2.7726 4.5581 0.1 0.9 -2.1
H -2.9666 4.2686 3.6966 1.3 -2.0 -0.4
H -2.7932 3.2090 1.3305 0.4 -1.5 2.0
H -1.9621 1.6030 1.9496 -1.2 1.8 0.8
H -4.8035 1.7635 -2.6409 -0.1 -1.1 2.6
H 1.1719 4.5560 -1.6003 -1.9 -0.7 1.9
H -0.1140 3.1861 -1.4523 0.7 2.0 1.6
C 4.4425 -3.4853 -1.8718 -0.1 0.2 0.1
Cl 4.1033 -3.9100 -3.5686 0.1 0.0 0.3
Cl 4.4345 -1.7128 -1.6901 0.1 -0.5 -0.1
Cl 3.1918 -4.1957 -0.8203 0.3 0.1 -0.3
Cl 6.0404 -4.1226 -1.4081 -0.3 0.1 -0.1
C 0.5425 -3.0390 -5.5596 0.0 0.1 0.2
Cl 0.3386 -4.7963 -5.3480 0.2 0.4 -0.1
Cl 0.8659 -2.2839 -3.9784 -0.1 -0.2 -0.4
Cl 1.9110 -2.7278 -6.6573 -0.4 -0.1 0.3
Cl -0.9454 -2.3479 -6.2546 0.3 -0.2 0.2
C 5.6425 -3.0259 -8.7096 0.0 0.0 0.1
Cl 4.4149 -2.1438 -9.6525 0.3 -0.2 0.2
Cl 5.6869 -4.7273 -9.2368 0.0 0.4 0.1
Cl 7.2400 -2.2814 -8.9707 -0.4 -0.2 0.0
Cl 5.2283 -2.9512 -6.9783 0.2 0.0 -0.5
C -4.2575 -1.5965 5.4787 0.0 0.0 -0.4
Cl -2.7780 -2.5430 5.7786 -0.4 0.2 0.0
Cl -4.4803 -1.3829 3.7238 0.1 -0.3 0.7
Cl -5.6619 -2.4594 6.1550 0.3 0.2 -0.1
Cl -4.1097 -0.0007 6.2572 0.0 -0.3 -0.2
C -1.6619 4.5133 -4.1347 0.1 0.3 0.2
Cl -1.2771 5.7414 -2.9025 -0.4 -0.2 -1.6
Cl -3.1089 5.0175 -5.0440 0.2 -0.1 0.1
Cl -0.2862 4.3438 -5.2542 -0.3 0.0 0.2
Cl -1.9755 2.9507 -3.3382 0.0 0.3 -0.3
C 4.9381 1.3806 4.0932 -0.1 0.0 -0.3
Cl 5.4154 3.0816 3.8622 -0.1 -0.4 0.1
Cl 5.1411 0.4935 2.5613 -0.1 0.3 0.5
Cl 5.9640 0.6410 5.3482 -0.1 0.1 -0.1
Cl 3.2319 1.3062 4.6009 0.5 0.0 -0.2
C -0.1619 -5.8604 6.7704 0.0 0.0 -0.1
Cl 0.0092 -4.1310 6.3771 0.1 -0.5 0.1
Cl -1.8850 -6.2485 7.0051 0.4 0.1 -0.1
Cl 0.4911 -6.8409 5.4338 -0.2 0.2 0.3
Cl 0.7371 -6.2211 8.2658 -0.2 0.1 -0.3
C -2.8619 -5.1040 -2.3014 0.0 0.2 0.0
Cl -3.7515 -3.5636 -2.4028 0.3 -0.4 0.1
Cl -2.6827 -5.7950 -3.9339 -0.1 0.1 0.4
Cl -1.2504 -4.8140 -1.5990 -0.4 -0.1 -0.2
Cl -3.7631 -6.2435 -1.2699 0.2 0.2 -0.2
```
Positions in Å, forces in eV/Å.

Here are the Mulliken charges for atoms 1 to 5, given in e: -0.137 0.163 -0.602 1.001 -0.588

=====

[2]
ORCA calculation (ωB97M-V with the def2-TZVPD basis set) on a cluster of 8 separate species, C43H59BN8O4 in total at a distorted geometry.

Its SMILES is C#C[C@H](OC[C@@H](CCCCn1cccc1)OC)B(O)OC.c1cc[nH]c1.c1cc[nH]c1.c1cc[nH]c1.c1cc[nH]c1.c1cc[nH]c1.c1cc[nH]c1.c1cc[nH]c1. As for the calculated total energy: -66319.949 eV. The calculation puts the lowest unoccupied orbital energy at -0.018 eV. The calculation puts the molecular weight at 762.81 u.

```
115
Properties=species:S:1:pos:R:3:forces:R:3
C -5.6145 2.5287 0.7042 8.6 4.8 -1.9
C -4.3688 3.2218 0.6233 -8.4 -4.3 0.2
C -2.9898 4.1173 0.5986 -1.1 0.4 1.5
O -2.5665 4.5685 -0.7349 -0.7 -2.4 0.6
C -2.5449 3.4777 -1.7212 0.6 0.0 -1.4
C -3.7525 3.6792 -2.8406 0.6 1.0 -1.1
C -4.1832 2.3049 -3.6203 -1.2 0.1 0.3
C -4.4712 1.0111 -2.6577 0.7 -0.5 0.3
C -3.2421 -0.0923 -2.9237 -0.7 0.2 -0.3
C -3.4146 -1.4666 -2.0211 -1.3 0.4 0.0
N -2.3729 -1.6206 -0.9251 2.9 -1.4 4.3
C -2.6304 -2.4927 0.3123 2.8 0.8 1.3
C -1.4180 -2.5072 1.4171 -1.1 3.0 -6.1
C -0.3286 -1.5207 0.6703 -4.4 -1.2 -1.9
C -0.9838 -1.0461 -0.7568 -0.1 -1.8 3.4
O -4.9144 4.4556 -2.2993 1.7 0.5 -1.3
C -4.9134 5.8299 -2.8478 -0.5 1.2 -0.7
B -1.7587 3.3892 1.4754 1.6 -1.4 1.8
O -0.4061 3.1194 0.9348 -3.1 1.7 -0.3
O -1.9763 2.9785 2.9072 1.4 -0.7 -4.1
C -1.2337 1.7020 3.1686 0.0 -1.3 0.8
H -6.6204 2.0194 0.3119 2.9 1.4 1.3
H -3.2377 5.1083 1.2169 0.3 -2.0 -1.5
H -1.5317 3.6146 -2.3379 -2.1 -0.3 1.3
H -2.4932 2.3981 -1.2686 -0.4 2.1 -0.5
H -3.2827 4.3967 -3.6716 -0.9 -1.7 1.7
H -5.1995 2.5522 -4.1953 2.4 -0.4 1.1
H -3.3627 2.0083 -4.4052 -1.5 0.7 1.5
H -4.4500 1.3004 -1.5139 0.0 -0.5 -2.3
H -5.5340 0.5373 -2.8607 2.3 0.9 0.2
H -2.2477 0.4970 -2.7098 -1.8 -1.4 -0.3
H -3.2552 -0.3879 -4.0727 0.1 0.6 2.4
H -3.5391 -2.4467 -2.6912 0.7 2.2 1.4
H -4.4612 -1.3608 -1.4566 2.3 -0.2 -1.2
H -3.6374 -3.0916 0.4177 2.3 1.6 -0.5
H -1.3543 -3.0624 2.4589 -0.3 1.3 -2.6
H 0.7112 -1.2463 1.1380 -2.3 -0.4 -1.4
H -0.4671 -0.3469 -1.5539 -1.4 -1.7 1.9
H -5.3322 5.8416 -3.9607 0.9 -0.2 2.2
H -5.6252 6.5756 -2.2481 1.5 -2.1 -0.9
H -3.8567 6.3451 -2.8576 -1.9 -1.3 0.2
H -0.2616 3.6281 0.0839 -0.5 -0.9 1.4
H -1.6776 1.2164 4.1545 0.8 1.2 -2.1
H -1.4030 0.9076 2.2939 0.5 1.8 1.8
H -0.0910 1.8699 3.3707 -2.2 -0.1 -0.7
C 4.0017 0.7695 -0.9253 -0.3 0.3 0.1
C 4.4648 -0.1716 -1.8757 0.0 -0.2 -0.4
C 3.4950 -0.2860 -2.8464 0.1 -0.1 0.0
N 2.4609 0.5495 -2.5125 0.0 0.1 0.0
C 2.7634 1.2013 -1.3454 0.0 0.0 0.1
H 4.5163 1.0978 -0.0316 -0.1 -0.1 -0.1
H 5.4049 -0.7076 -1.8546 -0.2 0.1 0.0
H 3.4518 -0.8897 -3.7430 0.0 0.0 0.2
H 1.6085 0.6672 -3.0447 0.4 0.0 0.2
H 2.0729 1.9136 -0.9141 0.1 -0.1 0.0
C -4.4790 -5.1203 4.6914 0.0 -0.4 -0.1
C -4.4982 -3.7308 4.4232 0.0 0.4 -0.3
C -4.5709 -3.5774 3.0568 0.0 0.1 0.1
N -4.5914 -4.8256 2.4909 0.0 0.0 0.0
C -4.5413 -5.7728 3.4803 0.1 -0.2 0.0
H -4.4266 -5.5941 5.6630 -0.1 0.0 -0.1
H -4.4635 -2.9284 5.1487 0.0 -0.1 -0.2
H -4.6084 -2.6892 2.4402 0.1 -0.1 0.2
H -4.6374 -5.0176 1.4986 0.0 0.0 0.4
H -4.5526 -6.8271 3.2385 0.0 0.2 0.1
C -8.4399 -1.6293 -3.6651 0.0 0.3 0.3
C -8.0279 -2.9605 -3.9127 0.2 -0.3 0.1
C -7.3187 -3.3825 -2.8105 0.0 -0.1 -0.1
N -7.2844 -2.3510 -1.9086 0.0 0.0 0.0
C -7.9702 -1.2796 -2.4188 0.0 0.1 -0.1
H -9.0179 -0.9946 -4.3242 0.1 -0.1 0.1
H -8.2276 -3.5483 -4.7994 0.0 0.1 0.2
H -6.8358 -4.3256 -2.5919 -0.1 0.1 -0.1
H -6.8255 -2.3768 -1.0072 -0.2 0.0 -0.3
H -8.0636 -0.3620 -1.8536 0.0 -0.1 -0.1
C 0.3108 -6.0950 7.2833 -0.3 0.3 0.1
C 0.7739 -7.0361 6.3329 0.0 -0.2 -0.3
C -0.1959 -7.1505 5.3622 0.0 0.0 0.0
N -1.2299 -6.3150 5.6961 0.1 0.0 0.0
C -0.9274 -5.6632 6.8632 0.0 0.0 0.0
H 0.8255 -5.7668 8.1770 -0.1 0.0 -0.2
H 1.7140 -7.5721 6.3540 -0.2 0.1 0.0
H -0.2391 -7.7542 4.4656 0.0 0.1 0.2
H -2.0823 -6.1973 5.1639 0.2 0.1 0.1
H -1.6180 -4.9510 7.2945 0.1 -0.1 -0.1
C 7.8454 -2.7928 -5.5275 -0.4 -0.1 -0.1
C 8.7025 -1.8482 -4.9141 0.0 0.3 0.2
C 7.9334 -0.7596 -4.5686 0.1 0.0 0.0
N 6.6432 -1.0124 -4.9563 0.0 0.0 0.0
C 6.5790 -2.2522 -5.5370 0.0 -0.1 -0.1
H 8.1218 -3.7632 -5.9189 -0.1 0.2 0.1
H 9.7662 -1.9512 -4.7423 -0.2 0.0 0.0
H 8.1932 0.1713 -4.0825 0.0 -0.2 -0.1
H 5.8609 -0.3829 -4.8323 0.3 -0.2 0.0
H 5.6404 -2.6419 -5.9077 0.2 0.0 0.0
C 7.7482 2.8448 -0.8522 -0.4 -0.2 -0.1
C 8.6054 3.7895 -0.2388 0.1 0.4 0.2
C 7.8362 4.8780 0.1067 0.1 0.1 0.0
N 6.5461 4.6252 -0.2810 0.0 0.0 0.0
C 6.4818 3.3854 -0.8617 -0.1 0.0 -0.1
H 8.0247 1.8744 -1.2436 -0.1 0.2 0.1
H 9.6690 3.6865 -0.0670 -0.2 0.0 0.0
H 8.0961 5.8089 0.5928 0.0 -0.2 -0.1
H 5.7638 5.2547 -0.1570 0.3 -0.3 0.0
H 5.5433 2.9957 -1.2324 0.2 0.0 0.0
C 7.5083 2.8109 5.2159 0.0 -0.4 -0.1
C 7.4890 4.2005 4.9477 0.0 0.3 -0.2
C 7.4163 4.3539 3.5813 0.0 0.0 0.0
N 7.3958 3.1056 3.0154 -0.1 0.0 0.1
C 7.4460 2.1584 4.0048 0.0 0.0 0.0
H 7.5606 2.3372 6.1876 0.0 0.1 -0.2
H 7.5238 5.0029 5.6732 0.0 -0.1 -0.1
H 7.3788 5.2420 2.9647 0.0 -0.2 0.2
H 7.3499 2.9136 2.0231 0.1 0.1 0.2
H 7.4347 1.1041 3.7630 0.0 0.2 0.1
```
Positions in Å, forces in eV/Å.

Here are the Mulliken charges for atoms 1 to 5, given in e: -0.796 0.188 0.252 -0.429 -0.171